# C25H78ClF3O18P

A cluster of 16 separate species, C25H78ClF3O18P in total at a distorted geometry (ωB97M-V with the def2-TZVPD basis set, the OMol25 dataset).

Atoms and positions in Å:
C 2.394156 3.023950 -3.269376
C 1.458918 2.153286 -3.673095
P -0.116486 1.853772 -2.648309
C 0.357073 0.046221 -2.239381
O -0.440632 -0.983490 -2.842619
C -1.655942 -1.220900 -2.187279
O -1.055313 1.465677 -4.034002
C -2.024892 2.415147 -4.343084
C -1.808007 3.734164 -3.555565
C -2.821539 3.959148 -2.407780
Cl -2.168454 5.123809 -1.204613
C -4.289463 4.289403 -2.735552
C -4.585512 5.039202 -4.024287
C -1.433078 4.886735 -4.525846
F -0.195434 4.706647 -5.018874
F -2.228472 4.953633 -5.634063
F -1.450247 6.105973 -3.951614
O -0.588753 3.534045 -2.873091
H 3.131572 3.433539 -3.957652
H 2.471374 3.341461 -2.231441
H 1.656382 1.603783 -4.594474
H 0.650855 2.266775 -1.482273
H -1.256765 1.707507 -1.736647
H 0.299474 -0.067798 -1.148391
H 1.388553 -0.157365 -2.535575
H -1.569983 -1.120902 -1.099593
H -1.970094 -2.244414 -2.400894
H -2.440303 -0.537055 -2.533815
H -3.034824 2.027283 -4.165814
H -1.888782 2.603674 -5.410412
H -2.818764 3.011254 -1.879768
H -4.676387 4.895761 -1.915793
H -4.873218 3.366634 -2.696202
H -4.396160 4.449503 -4.910883
H -3.970849 5.938468 -4.073934
H -5.620246 5.377182 -4.036289
C -4.380693 -4.123130 -2.542235
O -3.148935 -4.135049 -1.843962
H -4.471196 -3.154934 -3.030989
H -4.416045 -4.907519 -3.306324
H -5.228410 -4.253741 -1.861002
H -3.053155 -4.989734 -1.406103
C -0.254150 -6.219651 -1.065836
O -1.517293 -6.149312 -0.408120
H 0.002142 -5.213003 -1.384335
H 0.516705 -6.589769 -0.385482
H -0.302301 -6.869918 -1.943371
H -1.747996 -7.037242 -0.117635
C -1.798180 -6.929848 3.054586
O -1.582025 -8.204985 2.432985
H -1.358890 -6.170535 2.415320
H -2.868975 -6.736237 3.156081
H -1.323386 -6.887019 4.034214
H -1.970694 -8.875606 2.997631
C -0.047643 -5.587070 6.405582
O -0.423856 -4.786946 5.291579
H -0.211062 -6.628664 6.133187
H 1.005845 -5.443581 6.654629
H -0.657842 -5.349661 7.282911
H -0.282287 -3.864174 5.532437
C 1.343971 7.090819 -2.356604
O 0.926272 6.547270 -1.111801
H 2.040974 7.902206 -2.146209
H 1.848242 6.336205 -2.967402
H 0.494698 7.489774 -2.917548
H 0.312944 5.832519 -1.319631
C 3.526054 -3.527117 7.580855
O 2.327290 -3.790029 8.319320
H 4.205746 -4.353411 7.740259
H 3.314422 -3.446317 6.512279
H 3.999127 -2.604581 7.928932
H 1.728756 -3.055074 8.171849
C -2.047690 -1.389653 6.746920
O -0.778916 -1.583794 6.116563
H -2.812543 -1.675122 6.030013
H -2.142048 -2.007329 7.639998
H -2.186156 -0.342352 7.021087
H -0.101564 -1.323972 6.744749
C -7.871666 3.186420 -5.258053
O -6.472905 3.252773 -5.487508
H -8.169773 4.126586 -4.798857
H -8.425629 3.060586 -6.193563
H -8.126313 2.367429 -4.578653
H -6.197046 2.424789 -5.891348
C -3.538444 0.386895 10.275148
O -3.287699 -0.896272 9.711225
H -3.079035 1.123991 9.621729
H -4.610604 0.590154 10.336384
H -3.097759 0.475152 11.271701
H -3.691485 -1.553778 10.282289
C 7.016197 -5.648363 5.885240
O 5.745303 -5.569117 6.530637
H 7.305102 -4.637289 5.608165
H 7.764925 -6.067559 6.556332
H 6.957645 -6.263287 4.985844
H 5.490529 -6.462712 6.773320
C 4.807631 4.707803 -0.903861
O 3.708109 4.709891 0.000728
H 5.479823 3.906865 -0.603087
H 4.467231 4.518195 -1.926328
H 5.342217 5.658316 -0.867873
H 3.101356 5.407105 -0.274121
C 5.059828 7.955606 0.946387
O 6.243576 7.522490 0.280040
H 4.211229 7.574890 0.385471
H 5.011136 7.558794 1.962928
H 5.002675 9.047549 0.978909
H 6.998490 7.851967 0.771979
C -2.199207 0.688973 -7.979012
O -3.462782 0.716893 -7.319760
H -1.971921 1.705491 -8.286966
H -1.413598 0.343814 -7.303870
H -2.231994 0.046753 -8.864673
H -3.665057 -0.174293 -7.027294
C 0.468916 3.659549 -9.831420
O 0.467096 3.082215 -8.536262
H 1.254196 3.171700 -10.404775
H -0.487463 3.503172 -10.341420
H 0.678842 4.732566 -9.789532
H -0.222257 3.512928 -8.022218
C 9.349209 -8.822241 7.194299
O 8.478533 -8.476983 6.122031
H 9.700338 -7.894237 7.638738
H 8.826970 -9.403797 7.958576
H 10.211959 -9.390364 6.837237
H 8.164564 -9.292434 5.724026

Cartesian forces (eV/Å) of the 2 atoms listed first:
C -0.140 -0.489 -0.249
C 0.270 0.326 0.253

Computed properties:
- frontier orbital gap (eV) = 5.5
- E (eV) = -94000.66920
- highest occupied orbital energy (Ha) = -0.1453
- charge = -1
- spin multiplicity = 1